A.
Here is a 2-piece molecular cluster, C7H13NO overall from OMol25. Energies are from wB97M-V/def2-TZVPD.

The calculation puts the LUMO energy at 0.0261 Ha. The SMILES is C[C@H]1N[C@@]1(C)CO.C#C. Its gap between HOMO and LUMO is 0.3277 Eh.

Geometry (Å):
C  -0.684  -0.585  0.832
C  1.620  0.044  -0.474
C  -0.950  -1.964  0.281
N  0.437  -0.456  1.758
C  0.627  0.398  0.619
C  -1.597  0.465  -1.468
C  0.371  1.836  0.771
C  -1.691  1.674  -1.349
O  1.976  -1.329  -0.406
H  2.645  -1.508  -1.073
H  1.054  -1.262  1.706
H  -1.562  -0.092  1.238
H  2.511  0.672  -0.332
H  1.173  0.290  -1.447
H  -1.463  -0.480  -1.930
H  -1.105  -2.661  1.107
H  -0.112  -2.315  -0.315
H  -1.867  -1.978  -0.305
H  -0.127  2.072  1.706
H  1.262  2.447  0.648
H  -0.379  2.107  -0.098
H  -2.139  2.627  -1.471

---

B.
Here is C7H13NO in the gas phase from OMol25. Energies are from wB97M-V/def2-TZVPD.

The calculation puts the LUMO energy at 0.0325 Ha. The SMILES is C=C(C)OC(=C)N(C)C. Its gap between HOMO and LUMO is 0.3316 Eh.

Geometry (Å):
C  0.176  1.512  1.349
C  0.156  -0.927  1.730
C  0.863  -1.217  -1.557
N  -0.312  0.199  0.931
C  -1.347  0.098  -0.023
C  0.554  0.240  -1.378
C  -2.522  -0.497  0.193
C  1.358  1.214  -1.820
O  -0.931  0.534  -1.245
H  1.248  1.583  1.149
H  0.018  1.647  2.422
H  -0.335  2.318  0.817
H  -0.264  -1.873  1.382
H  1.246  -0.987  1.653
H  -0.103  -0.787  2.783
H  1.578  -1.557  -0.804
H  -0.033  -1.840  -1.500
H  1.314  -1.388  -2.539
H  -2.796  -0.848  1.179
H  -3.212  -0.654  -0.626
H  1.073  2.256  -1.745
H  2.270  0.976  -2.353

---

C.
Here is C7H13NO in the gas phase from OMol25. Energies are from wB97M-V/def2-TZVPD.

The calculation puts the LUMO energy at 0.0303 Ha. The SMILES is CC(=O)C/C(C)=C(\C)N. Its gap between HOMO and LUMO is 0.2816 Eh.

Geometry (Å):
C  1.016  -0.412  -0.690
C  0.225  0.593  -2.851
C  0.947  1.068  1.896
C  -0.924  -1.897  0.205
C  0.095  0.594  -1.339
C  -0.185  0.235  1.370
C  -0.096  -0.640  0.292
N  -1.300  0.237  2.155
O  -0.467  1.599  -0.837
H  -2.132  -0.177  1.762
H  -1.441  1.034  2.756
H  1.948  0.033  -0.348
H  1.206  -1.302  -1.288
H  1.120  1.163  -3.108
H  0.308  -0.411  -3.264
H  -0.623  1.103  -3.307
H  1.734  0.420  2.290
H  1.389  1.680  1.114
H  0.625  1.764  2.668
H  -0.779  -2.390  -0.755
H  -0.670  -2.605  0.998
H  -1.994  -1.689  0.282

---

D.
Here is C7H13NO in the gas phase from OMol25. Energies are from wB97M-V/def2-TZVPD.

The calculation puts the LUMO energy at 0.0308 Ha. The SMILES is [H]/N=C(/C)[C@@]1(C)OC1(C)C. Its gap between HOMO and LUMO is 0.3826 Eh.

Geometry (Å):
C  -0.621  0.257  0.033
C  0.817  0.625  0.147
C  -1.562  1.154  -0.758
C  1.336  1.842  -0.588
C  1.886  -0.437  0.357
C  -0.717  -2.008  1.276
C  -1.052  -1.189  0.072
O  -0.079  0.830  1.208
N  -1.692  -1.743  -0.864
H  -1.892  -1.163  -1.674
H  -2.583  0.783  -0.678
H  -1.539  2.158  -0.346
H  -1.280  1.196  -1.808
H  1.617  1.567  -1.604
H  0.592  2.639  -0.613
H  2.215  2.230  -0.076
H  1.764  -0.912  1.325
H  2.870  0.023  0.322
H  1.837  -1.195  -0.423
H  0.149  -2.618  1.070
H  -1.547  -2.671  1.488
H  -0.518  -1.369  2.132

---

The winner here is D, beating the second structure by 86.8 kJ/mol.

---

A.
Here is C44H39F2N2O3TeZn as an isolated structure from OMol25. Energies are from wB97M-V/def2-TZVPD.

The calculation puts the LUMO energy at 0.0808 Ha. Its charge is -1. Its gap between HOMO and LUMO is 0.2615 Eh.

Geometry (Å):
Zn  -0.978  0.892  -0.553
F  -3.337  -4.057  -0.704
C  -3.462  -2.711  -0.585
C  -2.336  -1.916  -0.612
C  -2.444  -0.533  -0.478
C  -3.732  0.030  -0.301
C  -4.830  -0.825  -0.320
F  -6.104  -0.351  -0.201
C  -4.733  -2.195  -0.452
C  -3.847  1.497  -0.046
C  -5.038  2.186  0.211
C  -4.996  3.542  0.474
C  -3.782  4.209  0.481
C  -2.649  3.465  0.216
N  -2.687  2.163  -0.033
H  -1.374  -2.397  -0.742
H  -5.614  -2.820  -0.454
H  -5.980  1.668  0.218
H  -5.916  4.075  0.680
H  -3.710  5.269  0.684
H  -1.663  3.916  0.201
C  4.062  -0.553  4.587
C  2.892  -0.167  3.722
C  1.818  0.550  4.209
C  0.728  0.900  3.412
C  -0.412  1.578  4.079
O  -0.234  2.399  4.963
C  -1.818  1.171  3.739
C  -2.852  2.077  3.943
C  -4.167  1.693  3.728
C  -4.455  0.392  3.334
C  -3.426  -0.518  3.137
C  -2.110  -0.124  3.326
C  0.714  0.615  2.022
O  -0.237  1.072  1.275
C  1.803  -0.169  1.541
C  2.839  -0.536  2.375
C  1.842  -0.582  0.109
N  2.199  0.172  -0.848
C  2.525  1.562  -0.596
C  3.547  2.030  -1.615
Te  5.544  1.329  -1.289
C  5.243  -0.725  -1.652
C  5.322  -1.632  -0.600
C  5.163  -2.993  -0.833
C  4.920  -3.454  -2.117
C  4.835  -2.553  -3.169
C  5.001  -1.194  -2.940
C  1.460  -1.990  -0.231
C  1.364  -2.373  -1.568
C  1.010  -3.668  -1.904
C  0.745  -4.602  -0.908
C  0.833  -4.227  0.424
C  1.183  -2.925  0.762
H  3.892  -0.257  5.622
H  4.986  -0.072  4.254
H  4.235  -1.632  4.573
H  1.784  0.844  5.253
H  -2.609  3.079  4.275
H  -4.969  2.409  3.865
H  -5.482  0.091  3.161
H  -3.642  -1.526  2.805
H  -1.304  -0.823  3.143
H  3.646  -1.134  1.957
H  2.876  1.734  0.426
H  1.613  2.151  -0.742
H  3.658  3.116  -1.595
H  3.242  1.732  -2.614
H  5.493  -1.271  0.407
H  5.210  -3.689  -0.005
H  4.781  -4.513  -2.296
H  4.633  -2.906  -4.173
H  4.935  -0.494  -3.764
H  1.568  -1.631  -2.326
H  0.925  -3.947  -2.947
H  0.452  -5.611  -1.171
H  0.611  -4.944  1.206
H  1.228  -2.628  1.802
C  0.643  1.715  -4.201
C  -0.656  1.754  -3.385
C  -1.463  0.481  -3.666
C  -1.480  2.973  -3.821
O  -0.353  1.890  -2.035
H  0.451  1.728  -5.278
H  1.219  0.820  -3.959
H  1.251  2.586  -3.946
H  -1.668  0.360  -4.734
H  -2.415  0.509  -3.132
H  -0.912  -0.397  -3.317
H  -1.692  2.968  -4.895
H  -0.931  3.884  -3.574
H  -2.427  2.990  -3.277

---

B.
Here is C44H39F2N2O3TeZn as an isolated structure from OMol25. Energies are from wB97M-V/def2-TZVPD.

The calculation puts the LUMO energy at 0.0616 Ha. Its charge is -1. Its gap between HOMO and LUMO is 0.2075 Eh.

Geometry (Å):
Zn  0.354  0.490  -0.704
F  -4.852  1.899  -0.675
C  -3.900  1.214  0.089
C  -2.460  1.372  -0.499
C  -1.676  0.155  -0.901
C  -2.573  -1.773  0.565
C  -3.939  -1.367  0.539
F  -4.816  -2.396  0.713
C  -4.497  -0.143  0.374
C  -1.931  -2.992  0.240
C  -2.562  -4.255  0.143
C  -1.798  -5.355  -0.168
C  -0.425  -5.226  -0.383
C  0.114  -3.957  -0.269
N  -0.596  -2.873  0.031
H  -2.427  2.228  -1.175
H  -5.574  -0.103  0.498
H  -3.626  -4.342  0.306
H  -2.270  -6.328  -0.245
H  0.196  -6.078  -0.625
H  1.173  -3.776  -0.430
C  -4.993  4.030  1.569
C  -3.598  3.532  1.320
C  -2.550  4.352  1.184
C  -1.140  3.978  0.986
C  -0.205  5.067  0.782
O  -0.559  6.244  0.754
C  1.272  4.809  0.620
C  1.895  5.172  -0.567
C  3.271  5.048  -0.704
C  4.035  4.571  0.353
C  3.413  4.208  1.541
C  2.037  4.323  1.671
C  -0.813  2.634  0.894
O  0.320  2.095  0.622
C  -1.963  1.674  0.936
C  -3.420  2.042  1.339
C  -1.703  0.268  1.415
N  -1.802  -0.564  0.429
C  -2.214  -0.573  -2.122
C  -1.311  -0.356  -3.348
Te  -2.375  0.074  -5.156
C  -2.933  1.952  -4.367
C  -1.943  2.880  -4.045
C  -2.277  4.070  -3.412
C  -3.605  4.352  -3.118
C  -4.595  3.441  -3.455
C  -4.262  2.238  -4.068
C  -1.466  -0.085  2.812
C  -1.582  0.912  3.781
C  -1.285  0.638  5.107
C  -0.856  -0.630  5.471
C  -0.701  -1.617  4.503
C  -0.997  -1.349  3.179
H  -5.030  5.119  1.528
H  -5.346  3.714  2.558
H  -5.692  3.626  0.834
H  -2.721  5.423  1.217
H  1.296  5.563  -1.382
H  3.747  5.325  -1.637
H  5.108  4.472  0.248
H  4.001  3.821  2.365
H  1.549  4.019  2.590
H  -3.799  1.619  2.274
H  -3.227  -0.215  -2.328
H  -2.296  -1.644  -1.929
H  -0.660  -1.213  -3.524
H  -0.673  0.518  -3.219
H  -0.905  2.667  -4.272
H  -1.498  4.771  -3.137
H  -3.861  5.272  -2.607
H  -5.627  3.644  -3.200
H  -5.033  1.509  -4.284
H  -1.894  1.910  3.495
H  -1.383  1.417  5.852
H  -0.627  -0.847  6.508
H  -0.333  -2.597  4.779
H  -0.836  -2.101  2.418
C  3.305  1.540  -1.334
C  3.190  0.222  -0.563
C  3.335  0.498  0.937
C  4.285  -0.739  -1.019
O  1.957  -0.398  -0.829
H  4.272  2.026  -1.181
H  2.530  2.237  -0.998
H  3.170  1.349  -2.403
H  4.285  0.993  1.163
H  3.287  -0.444  1.489
H  2.521  1.143  1.278
H  5.282  -0.315  -0.866
H  4.155  -0.965  -2.079
H  4.210  -1.673  -0.457

---

The winner here is A, beating the second structure by 357.5 kJ/mol.

---

A.
Here is a 4-piece molecular cluster, C4H17N2O4S overall from OMol25. Energies are from wB97M-V/def2-TZVPD.

The calculation puts the LUMO energy at 0.1049 Ha. Its charge is -1. Its gap between HOMO and LUMO is 0.2812 Eh.

Geometry (Å):
C  1.402  -0.647  -0.680
N  1.648  -0.356  0.744
C  0.265  0.190  -1.347
C  -0.006  -0.160  -2.822
S  1.705  -0.158  -3.694
N  -1.002  0.017  -0.653
C  -1.326  1.132  0.272
O  -0.675  1.047  1.449
H  2.371  -0.223  -1.101
H  1.401  -1.707  -0.828
H  1.462  0.657  0.874
H  1.042  -0.876  1.412
H  0.559  1.336  -1.290
H  -0.621  -1.030  -2.937
H  -0.803  0.617  -3.047
H  1.715  1.214  -3.466
H  -1.140  -0.885  -0.177
H  -1.293  2.271  -0.062
H  -2.460  1.002  0.551
H  -0.863  -2.630  1.471
H  0.025  -2.638  0.178
O  -0.601  -3.086  0.628
H  0.057  2.966  2.993
H  0.389  1.963  1.911
O  0.785  2.839  2.351
H  -1.981  -1.267  2.803
H  -0.894  -0.254  2.030
O  -1.159  -1.335  2.437

---

B.
Here is a 4-piece molecular cluster, C4H17N2O4S overall from OMol25. Energies are from wB97M-V/def2-TZVPD.

The calculation puts the LUMO energy at 0.1094 Ha. Its charge is -1. Its gap between HOMO and LUMO is 0.2984 Eh.

Geometry (Å):
C  0.464  0.646  -1.371
N  1.215  1.370  -0.350
C  -0.948  0.137  -1.011
C  -1.386  -0.869  -2.075
S  -1.566  -0.161  -3.838
N  -1.088  -0.831  0.143
C  -1.352  -0.178  1.458
O  -0.228  0.148  2.193
H  0.504  1.286  -2.271
H  1.139  -0.214  -1.552
H  0.727  2.152  0.073
H  1.328  0.703  0.398
H  -1.609  1.029  -0.864
H  -0.625  -1.665  -2.281
H  -2.339  -1.404  -1.922
H  -0.967  1.036  -3.674
H  -0.199  -1.318  0.219
H  -2.052  0.689  1.421
H  -1.975  -0.836  2.121
H  2.254  -1.961  0.588
H  3.192  -1.758  -0.573
O  2.339  -2.155  -0.374
H  -1.231  2.633  1.845
H  -0.246  1.494  2.412
O  -0.376  2.605  2.286
H  2.220  -0.771  2.900
H  0.931  -0.652  2.008
O  1.873  -1.153  2.091

---

The winner here is B, beating the second structure by 123.9 kJ/mol.